1.
{
  "formula": "C36H65FNO22S2",
  "method": "ωB97M-V/def2-TZVPD",
  "symbols": ["O", "S", "O", "C", "C", "C", "F", "N", "S", "O", "O", "C", "C", "C", "C", "C", "C", "C", "C", "C", "H", "H", "H", "H", "H", "H", "H", "H", "H", "H", "H", "H", "H", "H", "H", "H", "H", "C", "C", "O", "C", "O", "O", "C", "H", "H", "H", "H", "H", "H", "H", "H", "C", "C", "O", "C", "O", "O", "C", "H", "H", "H", "H", "H", "H", "H", "H", "C", "C", "O", "C", "O", "O", "C", "H", "H", "H", "H", "H", "H", "H", "H", "C", "C", "O", "C", "O", "O", "C", "H", "H", "H", "H", "H", "H", "H", "H", "C", "C", "O", "C", "O", "O", "C", "H", "H", "H", "H", "H", "H", "H", "H", "C", "C", "O", "C", "O", "O", "C", "H", "H", "H", "H", "H", "H", "H", "H"],
  "positions_angstrom": [[15.6203, -8.2001, -1.5905], [15.4562, -7.3344, -2.7851], [16.7724, -7.3033, -3.4647], [15.0527, -5.6690, -2.1752], [16.1255, -4.5470, -2.5706], [15.5583, -3.8053, -3.8248], [16.2923, -2.5959, -4.0216], [14.3615, -8.0557, -3.8133], [13.0050, -7.1642, -4.1241], [13.2875, -5.8221, -4.7038], [12.2273, -7.9017, -5.1455], [11.9506, -6.9753, -2.6335], [10.3971, -7.1550, -2.9171], [9.6357, -6.0716, -2.0616], [8.1423, -5.8622, -2.4488], [7.2355, -6.8993, -2.9159], [5.8320, -6.5544, -3.2047], [5.3295, -5.2046, -3.0173], [6.2295, -4.1266, -2.5644], [7.6065, -4.4920, -2.2851], [15.0818, -5.7091, -1.0489], [14.0572, -5.2497, -2.4436], [16.0883, -3.8079, -1.7188], [17.1518, -4.9630, -2.6965], [15.6194, -4.3987, -4.7721], [14.4690, -3.5523, -3.6868], [12.0736, -5.9144, -2.2715], [12.2848, -7.6417, -1.8001], [10.1356, -7.1642, -4.0013], [10.1257, -8.1559, -2.4706], [10.1266, -5.0568, -2.1092], [9.7000, -6.3972, -0.9846], [7.6081, -7.9449, -3.0436], [5.1626, -7.3782, -3.5545], [4.2733, -4.9112, -3.2218], [5.8818, -3.0769, -2.4073], [8.3010, -3.6890, -1.9287], [1.1349, 0.2159, -5.9885], [2.4132, -0.5950, -6.0689], [2.5853, -1.3989, -4.8950], [1.8663, -2.5240, -4.8570], [1.1112, -2.9145, -5.7150], [2.1153, -3.1339, -3.6887], [1.3417, -4.3135, -3.4794], [1.1061, 0.7950, -5.0630], [1.0569, 0.8974, -6.8369], [0.2573, -0.4329, -5.9864], [3.2706, 0.0773, -6.1133], [2.4421, -1.2134, -6.9683], [1.4327, -5.0016, -4.3203], [0.2980, -4.0464, -3.3127], [1.7183, -4.8110, -2.5869], [-5.4010, -0.9191, -0.7093], [-4.0600, -1.4092, -0.2011], [-3.5206, -2.4124, -1.0718], [-2.9406, -1.9533, -2.1855], [-2.8263, -0.7951, -2.5014], [-2.5245, -3.0052, -2.9006], [-1.9565, -2.6590, -4.1654], [-6.0803, -1.7592, -0.8713], [-5.8541, -0.2275, 0.0030], [-5.2954, -0.4062, -1.6669], [-4.1901, -1.8770, 0.7752], [-3.3542, -0.5881, -0.0724], [-1.1680, -1.9141, -4.0566], [-2.7374, -2.2970, -4.8356], [-1.5209, -3.5586, -4.5958], [-5.7633, 3.7607, 3.5945], [-4.4210, 3.2689, 4.0970], [-3.8843, 2.2644, 3.2270], [-3.3073, 2.7203, 2.1091], [-3.1949, 3.8761, 1.7883], [-2.8944, 1.6649, 1.3966], [-2.3327, 2.0077, 0.1277], [-6.4445, 2.9221, 3.4354], [-6.2125, 4.4530, 4.3091], [-5.6609, 4.2734, 2.6362], [-4.5460, 2.8004, 5.0740], [-3.7124, 4.0905, 4.2225], [-1.5444, 2.7536, 0.2294], [-3.1175, 2.3677, -0.5387], [-1.9002, 1.1058, -0.3025], [-10.0841, 3.9215, -3.5302], [-8.8068, 3.1097, -3.6152], [-8.6301, 2.3067, -2.4414], [-9.3509, 1.1806, -2.3999], [-10.1084, 0.7900, -3.2509], [-9.0991, 0.5711, -1.2344], [-9.8726, -0.6091, -1.0199], [-10.1084, 4.5015, -2.6052], [-10.1652, 4.6023, -4.3790], [-10.9619, 3.2733, -3.5238], [-7.9492, 3.7816, -3.6639], [-8.7824, 2.4905, -4.5143], [-9.7846, -1.2992, -1.8592], [-10.9167, -0.3432, -0.8499], [-9.4877, -1.0988, -0.1267], [-10.3342, 9.3325, 6.3754], [-8.9877, 8.8322, 6.8588], [-8.4592, 7.8408, 5.9687], [-7.8902, 8.3123, 4.8491], [-7.7808, 9.4716, 4.5442], [-7.4829, 7.2662, 4.1210], [-6.9296, 7.6148, 2.8516], [-11.0166, 8.4961, 6.2096], [-10.7767, 10.0132, 7.1043], [-10.2392, 9.8602, 5.4251], [-9.1051, 8.3479, 7.8290], [-8.2776, 9.6513, 6.9908], [-6.1383, 8.3577, 2.9518], [-7.7159, 7.9800, 2.1899], [-6.5015, 6.7124, 2.4182], [-3.8082, 3.8164, 11.3248], [-3.5414, 3.2479, 9.9453], [-4.5272, 3.6959, 9.0062], [-4.3529, 4.9365, 8.5359], [-3.4524, 5.6839, 8.8205], [-5.3675, 5.2109, 7.7061], [-5.3525, 6.5434, 7.1926], [-4.8312, 3.5972, 11.6382], [-3.1149, 3.3966, 12.0553], [-3.6983, 4.9020, 11.3303], [-3.6149, 2.1602, 9.9776], [-2.5360, 3.4925, 9.5965], [-4.3902, 6.7838, 6.7395], [-5.5888, 7.2501, 7.9895], [-6.1222, 6.6167, 6.4260]],
  "orbital_gap_ev": 6.73,
  "energy_ha": -4017.05763,
  "e_homo_ev": -5.578,
  "charge": -1
}


2.
{
  "formula": "C36H66AsN3O4PtSSi7Te",
  "method": "ωB97M-V/def2-TZVPD",
  "symbols": ["Pt", "N", "C", "C", "C", "C", "C", "C", "N", "C", "C", "C", "S", "C", "N", "H", "H", "H", "H", "H", "H", "H", "O", "C", "O", "C", "C", "C", "C", "O", "C", "O", "C", "C", "H", "H", "H", "H", "H", "C", "Si", "C", "C", "As", "Si", "C", "C", "C", "Si", "C", "C", "C", "H", "H", "H", "H", "H", "H", "H", "H", "H", "H", "H", "H", "H", "H", "H", "H", "H", "H", "H", "H", "H", "H", "H", "H", "H", "H", "H", "C", "Si", "C", "C", "Si", "Te", "Si", "C", "C", "C", "Si", "C", "C", "C", "H", "H", "H", "H", "H", "H", "H", "H", "H", "H", "H", "H", "H", "H", "H", "H", "H", "H", "H", "H", "H", "H", "H", "H", "H", "H", "H"],
  "positions_angstrom": [[-0.9852, -0.5614, -0.2271], [-1.1016, -2.8004, 3.2741], [-0.5256, -1.7017, 3.8596], [-0.1885, -1.4180, 5.1733], [0.4340, -0.2035, 5.4067], [0.6982, 0.6883, 4.3638], [0.3605, 0.3974, 3.0553], [-0.2647, -0.8181, 2.8075], [-0.6844, -1.3840, 1.6237], [-1.1758, -2.5982, 1.9267], [-1.6222, -3.6551, 1.0419], [-2.0435, -4.9022, 1.4364], [-2.4425, -5.8630, 0.0759], [-2.0385, -4.5237, -0.9428], [-1.6439, -3.4771, -0.3157], [-1.4563, -3.6085, 3.7536], [-0.3907, -2.1143, 5.9766], [0.7311, 0.0601, 6.4128], [1.1862, 1.6273, 4.5894], [0.5570, 1.0900, 2.2470], [-2.1000, -5.3122, 2.4323], [-2.1257, -4.5751, -2.0196], [-1.0733, 0.5132, -4.3516], [-0.8666, 0.7230, -3.1636], [-1.3010, -0.0949, -2.2582], [-0.1749, 2.0364, -2.7976], [0.0929, 2.9089, -3.8459], [0.6338, 4.1779, -3.6371], [0.8774, 4.5437, -2.3369], [1.3516, 5.7354, -1.8479], [1.2802, 5.6323, -0.4304], [0.9080, 4.3044, -0.0951], [0.6188, 3.6796, -1.2871], [0.1044, 2.4259, -1.4806], [-0.1393, 2.5838, -4.8505], [0.8351, 4.8453, -4.4639], [0.5260, 6.3313, -0.0487], [2.2565, 5.8661, 0.0016], [-0.0892, 1.7690, -0.6436], [-3.6868, 2.7486, -2.9324], [-3.6768, 2.7265, -1.0431], [-2.5266, 4.0426, -0.3049], [-5.4304, 3.3060, -0.6058], [-3.2179, 0.5956, -0.0526], [-3.8475, 0.9657, 2.2091], [-5.4107, 1.9543, 2.6240], [-2.3918, 1.9104, 2.9698], [-4.0511, -0.7433, 3.0138], [-4.8984, -0.7471, -1.0744], [-4.9667, -2.4283, -0.2043], [-4.5480, -0.8997, -2.9161], [-6.6174, 0.0125, -0.8075], [-3.3808, 3.7262, -3.3106], [-4.6975, 2.5513, -3.2966], [-3.0302, 2.0094, -3.3820], [-3.0906, 4.9439, -0.0559], [-1.7613, 4.3207, -1.0291], [-2.0216, 3.6989, 0.6003], [-5.5682, 4.3082, -1.0187], [-5.6180, 3.3569, 0.4670], [-6.1879, 2.6629, -1.0523], [-5.2847, 3.0229, 2.4460], [-5.6469, 1.8252, 3.6831], [-6.2744, 1.6137, 2.0493], [-2.6609, 2.9480, 3.1756], [-1.5561, 1.9124, 2.2674], [-2.0349, 1.4610, 3.8973], [-5.1030, -1.0135, 3.1221], [-3.5981, -0.7565, 4.0079], [-3.5689, -1.5123, 2.4059], [-3.9807, -2.7010, 0.1646], [-5.2952, -3.2100, -0.8922], [-5.6478, -2.4152, 0.6485], [-3.4810, -1.0473, -3.0965], [-4.8385, 0.0155, -3.4351], [-5.0931, -1.7306, -3.3696], [-6.7046, 0.4845, 0.1730], [-7.3769, -0.7702, -0.8709], [-6.8517, 0.7599, -1.5655], [4.0002, -0.1693, 2.7907], [4.1793, -1.6975, 1.6894], [6.0209, -2.1561, 1.7635], [3.1686, -3.1265, 2.4164], [3.6200, -1.3540, -0.5833], [1.1915, -1.7106, -1.2356], [4.5836, -3.0680, -1.8999], [3.9267, -4.7434, -1.3021], [6.4751, -3.1986, -1.8045], [4.1568, -2.8139, -3.7273], [4.4120, 0.7308, -1.3865], [6.3004, 0.6348, -1.5738], [4.0741, 2.1364, -0.1653], [3.6649, 1.1690, -3.0628], [4.4419, -0.3459, 3.7747], [2.9565, 0.0980, 2.9377], [4.5081, 0.6878, 2.3454], [6.3893, -2.1449, 2.7923], [6.6159, -1.4398, 1.1913], [6.2146, -3.1487, 1.3524], [3.4353, -3.3209, 3.4584], [3.3377, -4.0427, 1.8466], [2.0984, -2.9054, 2.3765], [4.2837, -4.9489, -0.2896], [4.2651, -5.5591, -1.9455], [2.8349, -4.7579, -1.2801], [6.8041, -3.5364, -0.8202], [6.9657, -2.2453, -2.0073], [6.8356, -3.9202, -2.5414], [3.0952, -2.5980, -3.8660], [4.4012, -3.6996, -4.3181], [4.7220, -1.9738, -4.1379], [6.7738, 0.3787, -0.6226], [6.7112, 1.5928, -1.9027], [6.5924, -0.1198, -2.3064], [4.7933, 2.1196, 0.6568], [3.0743, 2.0693, 0.2629], [4.1621, 3.1057, -0.6639], [3.9363, 0.4363, -3.8261], [4.0070, 2.1513, -3.3993], [2.5760, 1.1980, -3.0096]],
  "orbital_gap_ev": 5.96,
  "e_above_lowest_kcal_mol": 0.0,
  "energy_ha": -6924.62770,
  "e_homo_ev": -6.568,
  "charge": 0
}